{
  "formula": "C39H83F3N11O12P2",
  "method": "ωB97M-V/def2-TZVPD",
  "e_above_lowest_ev": 2.593,
  "homo_ev": -10.547,
  "total_charge": 1,
  "spin_multiplicity": 1,
  "largest_force_ev_per_a": 4.07,
  "lumo_energy_ha": -0.1656,
  "symbols": ["C", "C", "O", "C", "C", "C", "C", "C", "C", "C", "N", "P", "N", "O", "C", "P", "N", "N", "C", "C", "O", "C", "C", "O", "C", "O", "C", "C", "C", "F", "F", "F", "H", "H", "H", "H", "H", "H", "H", "H", "H", "H", "H", "H", "H", "H", "H", "H", "H", "H", "H", "H", "H", "H", "H", "H", "H", "H", "H", "H", "H", "H", "H", "H", "H", "H", "C", "C", "O", "N", "C", "H", "H", "H", "H", "H", "H", "H", "C", "C", "O", "N", "C", "H", "H", "H", "H", "H", "H", "H", "C", "C", "O", "N", "C", "H", "H", "H", "H", "H", "H", "H", "C", "C", "O", "N", "C", "H", "H", "H", "H", "H", "H", "H", "C", "C", "O", "N", "C", "H", "H", "H", "H", "H", "H", "H", "C", "C", "O", "N", "C", "H", "H", "H", "H", "H", "H", "H", "C", "C", "O", "N", "C", "H", "H", "H", "H", "H", "H", "H"],
  "coordinates": [[5.810045, -2.158403, -2.793304], [4.694362, -1.089024, -3.022813], [4.390633, -0.537425, -1.744942], [3.325881, 0.387000, -1.728760], [4.090214, 1.786430, -1.449316], [5.614840, 1.651858, -1.361155], [6.329162, 3.032330, -1.148341], [5.594753, 3.984064, -0.191626], [6.683015, 3.711318, -2.497948], [2.668068, 0.772110, -3.067264], [1.467839, 1.146319, -2.810712], [0.504874, 1.690358, -4.272607], [1.422207, 2.912736, -5.063961], [0.427456, 0.327217, -5.231449], [0.951650, 1.081167, -1.366947], [-0.711785, 0.115004, -1.689303], [-1.417633, -0.409048, -0.404247], [0.686236, 2.316559, -0.667915], [-0.736203, 2.721664, -0.545279], [-1.482459, 3.536466, -1.619936], [-1.311164, 2.484357, 0.422798], [1.425360, 3.488025, -1.102551], [2.090376, 4.294241, 0.013825], [1.484728, 3.895122, -2.206139], [2.088643, 0.084830, -0.843601], [1.415133, -1.162707, -0.940394], [1.882358, -2.135792, -1.871296], [0.950930, -3.380523, -1.769797], [2.464962, 0.124023, 0.680764], [2.492470, 1.321987, 1.247799], [1.553709, -0.572707, 1.332216], [3.618934, -0.468936, 0.926773], [6.058314, -2.153357, -1.724863], [6.691057, -1.984103, -3.411266], [5.371459, -3.145469, -2.980930], [5.130310, -0.346969, -3.716581], [3.858202, -1.611402, -3.506930], [3.680345, 2.240078, -0.542074], [3.881015, 2.506792, -2.263649], [5.936232, 1.030547, -0.518774], [6.071591, 1.254972, -2.277113], [7.281273, 2.771651, -0.660996], [4.779750, 4.460519, -0.762968], [6.255584, 4.769525, 0.187373], [5.110710, 3.483232, 0.658011], [6.836114, 4.780400, -2.319377], [5.828671, 3.584000, -3.181618], [7.563784, 3.214616, -2.914105], [3.124653, 0.787691, -4.055528], [2.431224, 2.821236, -4.937335], [1.174195, 2.846329, -6.053435], [1.352877, 0.085038, -5.432043], [-0.382868, -0.913192, -2.617301], [-1.582390, 0.969921, -2.410707], [-1.499180, -1.422276, -0.405129], [-1.650223, 4.541157, -1.217980], [-0.939035, 3.578480, -2.570332], [-2.449003, 3.075357, -1.848083], [2.772152, 3.693076, 0.621586], [2.594898, 5.168592, -0.396512], [1.288196, 4.622890, 0.696517], [2.889440, -2.498968, -1.629985], [1.849799, -1.825023, -2.932428], [0.091582, -3.209362, -2.430842], [0.674355, -3.577327, -0.732727], [1.519997, -4.208289, -2.209392], [-5.460042, 2.688016, -1.201933], [-6.231950, 3.433321, -2.262643], [-5.975147, 3.305797, -3.453471], [-7.226906, 4.256405, -1.856280], [-7.675393, 4.533170, -0.497545], [-4.701957, 2.073577, -1.681765], [-4.965145, 3.395218, -0.533675], [-6.123590, 2.036106, -0.633104], [-7.697586, 4.720503, -2.617804], [-8.722314, 4.262580, -0.409490], [-7.569782, 5.604461, -0.308812], [-7.101920, 3.981390, 0.239394], [0.546741, -5.173862, -6.126357], [1.418456, -3.974308, -5.863445], [2.637505, -4.035381, -5.870427], [0.805957, -2.782430, -5.607733], [-0.611890, -2.473129, -5.543865], [1.179733, -6.037122, -6.309874], [-0.082802, -5.382543, -5.259950], [-0.075075, -5.005111, -7.006671], [1.460026, -2.036383, -5.444084], [-0.838277, -1.705270, -6.282898], [-0.832346, -2.083630, -4.547915], [-1.228542, -3.345893, -5.731354], [-10.646712, 5.320267, 3.633656], [-10.140303, 5.438513, 2.222005], [-9.715440, 4.474301, 1.595290], [-10.164366, 6.669652, 1.645418], [-10.624361, 7.921120, 2.220581], [-10.565170, 4.286388, 3.957502], [-10.045103, 5.940945, 4.299908], [-11.695484, 5.618278, 3.684447], [-9.812821, 6.679236, 0.700647], [-11.434704, 8.316985, 1.606239], [-9.800436, 8.636898, 2.218541], [-10.978484, 7.787685, 3.237155], [0.436165, -3.626442, 4.623818], [-1.004134, -3.230821, 4.845844], [-1.745291, -3.860219, 5.581678], [-1.456253, -2.133336, 4.182677], [-0.720409, -1.284737, 3.265113], [0.654012, -4.517333, 5.206876], [0.608672, -3.850375, 3.569154], [1.102965, -2.827853, 4.952785], [-2.422800, -1.916343, 4.370403], [-0.720017, -0.261244, 3.645404], [-1.220340, -1.298108, 2.295176], [0.302749, -1.622390, 3.146062], [-6.874470, 5.857079, 3.660804], [-7.188748, 5.520516, 5.098754], [-8.200567, 5.923380, 5.652922], [-6.303392, 4.743263, 5.774323], [-5.059110, 4.172519, 5.295055], [-7.669950, 6.480014, 3.259565], [-5.935594, 6.409769, 3.597699], [-6.813202, 4.946326, 3.062807], [-6.577410, 4.559016, 6.727334], [-5.109369, 3.086002, 5.384616], [-4.238839, 4.538197, 5.915447], [-4.869412, 4.436958, 4.259851], [0.528410, -8.332888, 1.503742], [1.244922, -7.211978, 0.794957], [1.035654, -6.945410, -0.382812], [2.145651, -6.487985, 1.505413], [2.541623, -6.630699, 2.901136], [-0.153682, -8.812910, 0.807485], [1.243936, -9.076121, 1.857718], [-0.048881, -7.942957, 2.343172], [2.581856, -5.758790, 0.963463], [2.326546, -5.689779, 3.409652], [3.612520, -6.817769, 2.939995], [2.016128, -7.439940, 3.396829], [6.661275, -7.086293, 2.385166], [6.422009, -7.490707, 3.820290], [5.416678, -7.156188, 4.431861], [7.368835, -8.249792, 4.426596], [8.617477, -8.743625, 3.874659], [5.823011, -6.486184, 2.041007], [7.570682, -6.489151, 2.306224], [6.739610, -7.969562, 1.749864], [7.144287, -8.482570, 5.381980], [8.620080, -9.833528, 3.923305], [9.445304, -8.363650, 4.475317], [8.751769, -8.432088, 2.844065]],
  "forces_ev_per_a": [[-1.074, 0.068, 0.425], [1.798, -1.110, -0.320], [-1.689, -0.654, -0.516], [1.811, 0.911, -1.605], [-0.314, 0.114, 0.051], [0.689, 0.885, 0.471], [0.327, -0.233, 0.270], [-0.558, -0.006, -0.612], [-0.721, -0.412, 0.843], [-0.182, -1.104, 2.981], [0.969, 1.455, -2.715], [-3.486, 1.273, -0.254], [0.611, -1.995, 0.756], [2.014, 0.957, 1.007], [-0.230, -0.455, -0.762], [-1.064, -1.897, 1.607], [-0.067, 0.124, -0.516], [0.580, -0.145, -1.578], [-0.335, 1.498, -2.771], [0.988, -0.301, -0.800], [-1.302, -1.210, 3.658], [1.443, 1.050, 2.919], [-0.855, -0.349, 0.295], [-0.212, -0.393, -2.440], [-0.546, 0.157, 1.115], [1.408, 0.007, -1.255], [-0.315, -2.029, 0.063], [0.638, 1.014, -0.794], [-1.158, -0.295, 0.164], [0.309, 0.863, -0.220], [-0.653, -0.137, 0.532], [0.959, -0.119, -0.463], [0.234, 0.156, -0.301], [-0.134, -0.119, 0.132], [0.392, 0.123, -0.192], [-0.479, 0.183, 0.315], [-0.136, 0.484, 0.196], [0.173, -0.113, -0.170], [-0.115, -0.168, 0.268], [-0.436, -0.171, -0.257], [-0.378, -0.236, 0.198], [-0.193, 0.051, -0.159], [0.238, 0.099, 0.268], [-0.113, -0.154, -0.095], [0.378, -0.021, -0.073], [0.242, -0.200, -0.344], [0.280, 0.210, -0.038], [-0.128, 0.348, -0.151], [-0.060, 0.005, 0.166], [-0.038, 0.433, -0.343], [0.175, 0.272, 0.064], [-0.442, -0.383, -0.602], [0.269, 0.814, -0.237], [0.878, 0.316, 0.022], [0.174, 0.111, 0.307], [0.045, -0.158, -0.151], [-0.089, 0.297, 0.264], [0.139, 0.024, 0.469], [-0.197, 0.045, -0.136], [-0.115, -0.186, -0.035], [0.242, -0.059, -0.102], [-0.109, 0.558, 0.072], [0.049, 0.406, 0.385], [-0.155, -0.215, 0.496], [-0.022, -0.123, -0.234], [-0.291, -0.070, 0.334], [0.062, 0.007, 0.016], [-0.124, 0.116, -0.408], [0.159, -0.063, 0.091], [0.405, -0.176, 0.178], [-0.201, 0.162, -0.719], [-0.085, 0.017, -0.087], [-0.081, -0.103, 0.158], [0.070, 0.079, 0.141], [-0.025, -0.035, 0.031], [0.051, 0.002, 0.268], [-0.007, -0.041, 0.230], [-0.017, -0.034, -0.049], [0.026, 0.007, -0.006], [0.333, -0.095, -0.024], [-0.017, 0.092, 0.106], [-0.244, -0.274, 0.023], [0.357, 0.242, 0.042], [0.070, 0.090, 0.025], [-0.109, 0.011, -0.089], [-0.115, -0.021, 0.093], [0.023, -0.067, -0.052], [-0.256, -0.051, 0.053], [-0.304, -0.019, -0.070], [0.126, -0.068, 0.003], [-0.034, 0.030, -0.027], [-0.053, -0.244, -0.081], [-0.047, 0.126, 0.197], [0.020, -0.147, 0.238], [0.163, -0.041, -0.464], [0.051, 0.009, -0.102], [-0.136, -0.009, 0.081], [0.039, 0.080, 0.073], [-0.055, 0.039, 0.014], [-0.047, 0.123, 0.155], [-0.109, 0.117, 0.142], [0.041, -0.070, -0.023], [0.043, -0.095, 0.062], [-0.302, -0.105, 0.148], [0.128, -0.008, -0.030], [0.282, -0.129, 0.057], [-0.590, 0.026, 0.100], [-0.130, 0.026, 0.030], [0.108, 0.110, 0.006], [0.067, -0.010, -0.152], [0.027, -0.005, -0.025], [0.159, 0.056, -0.153], [0.217, 0.170, -0.110], [-0.047, -0.040, 0.067], [-0.012, 0.008, -0.015], [-0.165, 0.022, 0.215], [0.071, 0.057, -0.087], [-0.026, 0.129, -0.273], [-0.198, -0.059, 0.477], [-0.020, -0.027, 0.089], [0.037, -0.094, -0.082], [0.087, 0.050, -0.046], [0.021, -0.010, -0.026], [0.165, -0.012, -0.132], [0.134, -0.066, -0.148], [-0.067, 0.027, 0.018], [-0.036, -0.019, -0.060], [0.030, 0.172, -0.269], [-0.043, 0.015, 0.022], [-0.288, -0.255, 0.074], [0.214, 0.410, -0.498], [0.054, 0.085, -0.057], [-0.058, 0.033, 0.145], [0.088, -0.097, 0.089], [0.029, -0.034, 0.029], [0.051, -0.145, 0.266], [-0.045, -0.064, 0.356], [-0.045, 0.003, -0.095], [-0.038, 0.012, -0.009], [-0.135, -0.033, 0.329], [0.053, 0.051, -0.181], [-0.054, 0.145, -0.293], [-0.162, -0.088, 0.476], [-0.014, -0.022, 0.099], [0.040, -0.099, -0.101], [0.129, 0.061, -0.045], [0.023, -0.007, -0.025], [0.157, 0.003, -0.137], [0.126, -0.053, -0.155], [-0.059, 0.022, 0.024]],
  "lowdin_charge": [-0.022, -0.246, -0.113, -0.283, -0.051, -0.131, -0.402, -0.075, -0.061, 0.010, -0.114, 0.910, -0.124, -0.281, -0.291, 0.830, -0.233, 0.077, -0.504, 0.008, 0.188, -0.464, 0.031, 0.125, -0.180, -0.133, -0.225, -0.022, -0.568, 0.175, 0.177, 0.207, 0.088, 0.080, 0.081, 0.121, 0.102, 0.086, 0.123, 0.130, 0.116, 0.132, 0.068, 0.090, 0.079, 0.082, 0.071, 0.082, 0.152, 0.040, 0.061, 0.046, 0.016, 0.017, -0.007, 0.106, 0.043, 0.076, 0.064, 0.092, 0.109, 0.129, 0.097, 0.060, 0.090, 0.090, -0.016, -0.561, 0.012, 0.013, -0.079, 0.066, 0.080, 0.089, 0.141, 0.065, 0.081, 0.071, 0.002, -0.550, 0.030, 0.002, -0.077, 0.089, 0.089, 0.090, 0.092, 0.080, 0.051, 0.086, -0.005, -0.548, 0.006, 0.009, -0.069, 0.090, 0.059, 0.089, 0.130, 0.084, 0.082, 0.078, -0.017, -0.555, 0.036, 0.007, -0.083, 0.082, 0.072, 0.087, 0.140, 0.087, 0.066, 0.053, 0.000, -0.537, 0.024, 0.008, -0.076, 0.070, 0.086, 0.084, 0.142, 0.084, 0.083, 0.070, -0.007, -0.559, 0.005, 0.008, -0.051, 0.083, 0.087, 0.087, 0.128, 0.070, 0.049, 0.085, -0.009, -0.547, 0.020, 0.007, -0.072, 0.069, 0.086, 0.088, 0.142, 0.085, 0.085, 0.072]
}